A cluster of 3 separate species, C19H40ClN2O4 in total, computed with ωB97M-V/def2-TZVPD.

The geometry in XYZ format:
```
66
Properties=species:S:1:pos:R:3:forces:R:3
C 3.210 -1.965 -1.624 -1.096 0.348 -0.002
C 2.533 -0.446 -1.496 0.092 -1.416 0.053
C 1.020 -0.674 -0.837 0.615 -0.521 -2.005
N 0.379 0.610 -0.358 -1.113 -0.637 1.829
C -0.028 0.565 1.097 2.991 -2.407 -0.812
O -0.835 -0.599 1.489 -0.010 3.067 -1.352
C -2.044 -0.751 0.666 -1.684 -1.783 0.171
C -2.013 -2.301 0.074 0.367 -0.320 0.704
C 1.397 0.440 1.963 -0.619 -0.921 -0.891
O 2.331 1.381 1.321 -2.035 0.875 2.086
C 1.878 2.733 1.736 0.185 0.243 1.298
C 2.900 3.942 1.302 0.227 -0.573 -0.250
C 3.552 3.798 -0.194 -0.381 1.605 -0.740
C 2.455 3.609 -1.409 -0.247 0.709 -0.120
Cl 4.941 2.519 -0.284 -1.580 1.205 0.212
C 0.328 3.083 1.307 0.945 2.096 0.208
N -0.636 1.911 1.433 -2.088 0.276 -0.061
C -1.394 1.889 2.767 -1.810 -0.048 2.062
H 2.492 -2.643 -2.289 1.581 1.331 1.494
H 4.261 -1.943 -2.139 -2.016 -0.018 1.234
H 3.236 -2.399 -0.515 0.239 0.724 -2.523
H 2.424 0.008 -2.586 0.288 -0.688 2.465
H 3.253 0.165 -0.805 -1.691 -0.817 -1.419
H 0.351 -1.065 -1.738 1.379 0.585 1.951
H 1.063 -1.536 -0.047 -0.224 1.872 -1.314
H -0.382 0.947 -0.988 0.692 -0.528 0.705
H -2.982 -0.709 1.391 1.981 0.117 -1.389
H -2.196 0.068 -0.156 0.622 -1.516 1.507
H -3.027 -2.882 0.310 2.238 1.436 -0.834
H -1.697 -2.355 -1.052 -0.844 0.134 2.151
H -1.179 -2.889 0.692 -1.844 1.401 -1.326
H 1.784 -0.683 1.850 -0.749 2.725 0.087
H 1.210 0.630 3.103 0.491 -0.116 -2.092
H 1.885 2.711 2.930 -0.110 0.154 -2.409
H 3.781 4.023 2.099 -2.020 -0.255 -1.802
H 2.278 4.938 1.324 1.232 -1.849 -0.050
H 4.100 4.835 -0.417 -1.103 -2.416 0.597
H 1.738 4.563 -1.367 1.487 -1.963 0.021
H 1.782 2.655 -1.308 1.545 1.693 -0.118
H 2.951 3.660 -2.493 -0.871 -0.310 2.616
H -0.060 3.907 2.077 0.901 -1.833 -1.724
H 0.207 3.551 0.241 0.462 -1.238 1.959
H -1.387 2.083 0.699 1.033 -0.238 0.898
H -2.382 1.225 2.678 2.499 1.305 0.007
H -1.779 2.962 3.093 1.090 -2.126 -1.146
H -0.752 1.488 3.663 -1.069 0.677 -2.129
C -3.538 0.757 -2.778 0.369 -0.129 0.362
C -2.739 2.033 -2.780 0.541 0.115 0.356
O -1.758 2.174 -2.051 -0.682 -0.128 -0.222
C -3.186 3.130 -3.709 0.504 0.278 0.254
H -3.099 0.056 -2.060 -0.113 0.093 -0.213
H -4.568 0.964 -2.480 -0.001 -0.041 -0.244
H -3.513 0.301 -3.771 -0.213 0.091 0.048
H -4.201 3.443 -3.452 -0.014 -0.148 -0.197
H -3.146 2.780 -4.744 -0.227 -0.001 0.081
H -2.517 3.990 -3.603 -0.148 -0.205 -0.028
C -0.509 -6.631 0.186 -0.302 0.213 -0.367
C -1.372 -6.138 1.317 -1.259 0.776 -0.245
O -2.386 -5.474 1.104 1.239 -0.716 0.245
C -0.948 -6.489 2.718 -0.408 0.242 0.219
H -0.937 -6.302 -0.767 0.071 -0.076 0.223
H 0.498 -6.215 0.279 0.035 -0.236 0.062
H -0.472 -7.723 0.195 0.214 0.084 0.066
H 0.039 -6.068 2.924 0.044 -0.242 -0.023
H -0.931 -7.575 2.840 0.225 0.081 -0.001
H -1.665 -6.068 3.430 0.148 -0.099 -0.184
```
Forces are in eV/Å.

Its LUMO energy is -2.44 eV. As for the maximum force: 3.9 eV Å⁻¹. Its charge is +1. The highest occupied orbital energy is -11.535 eV.



A cluster of 3 separate species, C19H40ClN2O8S in total, computed with ωB97M-V/def2-TZVPD.

The geometry in XYZ format:
```
71
Properties=species:S:1:pos:R:3:forces:R:3
O 10.308 0.362 1.025 -0.054 0.085 -0.045
S 9.649 1.187 0.072 0.169 0.142 0.068
O 10.301 2.272 -0.584 -0.012 -0.109 0.021
Cl 8.918 -0.043 -1.379 0.005 -0.149 -0.154
C 8.122 1.777 0.751 -0.426 0.161 0.035
C 7.255 2.523 -0.259 -0.038 -0.005 0.022
C 6.144 3.323 0.443 0.209 0.115 -0.096
C 4.921 3.544 -0.448 0.221 0.136 -0.003
N 3.834 2.572 -0.218 0.050 -0.090 -0.117
C 3.449 1.993 0.975 0.351 0.334 0.176
C 2.388 1.208 0.719 -0.342 -0.296 0.174
N 2.139 1.317 -0.626 -0.271 -0.152 -0.079
C 3.019 2.145 -1.172 0.173 0.101 -0.126
H 8.419 2.439 1.571 0.135 -0.112 -0.025
H 7.602 0.909 1.158 0.113 0.007 0.084
H 7.880 3.202 -0.842 -0.046 -0.042 -0.022
H 6.816 1.810 -0.959 0.042 -0.060 0.042
H 6.528 4.310 0.710 0.008 -0.078 0.069
H 5.876 2.845 1.386 -0.099 0.025 -0.038
H 4.512 4.547 -0.325 -0.089 -0.081 0.110
H 5.212 3.430 -1.493 -0.072 0.088 0.024
H 3.948 2.191 1.906 -0.031 0.007 -0.054
H 1.804 0.596 1.387 -0.049 -0.017 -0.142
H 1.400 0.849 -1.133 0.005 -0.016 0.039
H 3.075 2.429 -2.211 -0.042 -0.059 0.074
C 0.795 -5.072 3.390 0.016 -0.042 -0.090
O -0.200 -4.268 2.795 -0.026 0.149 0.179
C -1.521 -4.721 3.055 0.048 -0.110 -0.120
C -2.483 -3.571 3.232 -0.097 -0.031 -0.109
O -2.324 -2.857 4.445 -0.079 0.005 0.069
C -1.249 -1.948 4.551 0.120 0.008 0.092
C -1.450 -0.655 3.798 0.050 0.084 -0.015
O -1.305 -0.842 2.397 -0.061 -0.087 -0.036
C -2.125 0.004 1.623 0.147 0.075 -0.069
H 0.858 -6.057 2.915 -0.011 -0.014 0.026
H 1.747 -4.561 3.263 0.005 -0.012 -0.033
H 0.610 -5.209 4.461 -0.007 -0.005 -0.002
H -1.540 -5.347 3.953 0.012 0.027 0.029
H -1.867 -5.328 2.208 -0.018 -0.069 0.048
H -3.484 -4.002 3.292 -0.008 0.017 -0.023
H -2.457 -2.906 2.365 0.115 -0.008 0.031
H -0.298 -2.412 4.276 -0.046 0.022 -0.106
H -1.204 -1.693 5.613 0.033 -0.009 0.002
H -0.703 0.071 4.149 -0.054 0.050 0.031
H -2.444 -0.256 4.027 -0.020 -0.024 -0.016
H -3.166 -0.012 1.962 0.013 -0.004 0.042
H -2.097 -0.357 0.595 0.003 0.009 -0.008
H -1.762 1.040 1.648 -0.096 0.037 0.010
C -2.998 1.865 -5.322 0.019 0.082 0.026
O -3.880 1.757 -4.230 -0.024 -0.218 -0.012
C -5.246 1.897 -4.595 0.026 0.158 -0.018
C -6.143 0.981 -3.797 -0.087 0.102 0.068
O -6.028 -0.386 -4.142 -0.064 -0.043 -0.067
C -4.927 -1.110 -3.632 0.110 -0.080 -0.037
C -5.053 -1.492 -2.176 0.076 -0.071 0.098
O -4.861 -0.375 -1.322 -0.137 0.108 -0.098
C -5.628 -0.438 -0.140 0.147 -0.044 0.054
H -2.959 2.887 -5.716 -0.013 -0.011 -0.025
H -2.005 1.589 -4.966 0.008 0.029 0.006
H -3.278 1.185 -6.133 -0.004 0.007 0.000
H -5.377 1.684 -5.661 0.011 -0.035 0.000
H -5.563 2.932 -4.412 -0.020 0.013 -0.073
H -7.170 1.250 -4.053 -0.009 0.010 0.041
H -6.012 1.141 -2.725 0.121 -0.022 -0.038
H -3.982 -0.593 -3.819 -0.043 0.065 0.095
H -4.919 -2.042 -4.202 0.037 0.007 -0.014
H -4.296 -2.256 -1.952 -0.050 -0.055 0.018
H -6.041 -1.933 -2.008 -0.019 0.022 -0.010
H -6.682 -0.641 -0.354 0.005 -0.006 -0.011
H -5.552 0.531 0.352 0.028 -0.006 0.010
H -5.248 -1.213 0.538 -0.066 -0.015 0.020
```
Forces are in eV/Å.

Its LUMO energy is -3.14 eV. As for the maximum force: 0.5 eV Å⁻¹. Its charge is +1. The highest occupied orbital energy is -10.815 eV.



A structure of composition C19H40CuNO7, computed with ωB97M-V/def2-TZVPD.

The geometry in XYZ format:
```
68
Properties=species:S:1:pos:R:3:forces:R:3
Cu -0.384 0.471 -0.699 -2.116 0.887 -2.315
C 1.827 1.261 -2.856 0.479 -1.115 0.479
C 1.034 2.504 -3.105 -3.065 -0.753 0.339
O -0.356 2.333 -2.778 3.550 0.845 0.322
H 1.098 0.453 -2.799 0.061 -0.403 -0.483
H 2.388 1.238 -1.921 -0.026 0.224 0.534
H 2.589 1.141 -3.627 0.122 -0.501 -0.359
H 1.196 2.679 -4.169 -0.201 0.590 -0.776
H 1.621 3.262 -2.585 -0.016 1.314 0.506
C -4.485 1.390 0.703 0.422 -0.199 -0.209
C -3.187 2.109 0.392 2.026 -1.692 -1.851
O -2.577 1.718 -0.819 -0.432 0.555 2.140
H -5.245 1.808 0.043 -0.508 -0.244 0.359
H -4.638 1.434 1.781 -0.788 0.465 0.216
H -4.328 0.330 0.501 -0.087 -0.052 -0.405
H -2.507 1.809 1.189 0.416 0.090 1.110
H -3.317 3.184 0.513 -0.317 0.904 -0.045
C -2.938 -2.561 -3.274 -0.274 0.788 -0.585
C -1.697 -1.887 -2.705 0.525 2.906 1.233
O -1.664 -0.430 -2.641 -0.030 -3.195 0.457
H -2.753 -3.549 -3.695 0.304 -0.063 -0.466
H -3.220 -1.802 -4.004 -0.549 -0.403 -0.588
H -3.785 -2.727 -2.608 0.066 0.467 0.472
H -0.817 -2.169 -3.282 0.356 -0.775 -0.368
H -1.606 -2.284 -1.694 0.521 -0.483 0.711
C 0.529 5.943 -0.098 0.018 0.724 1.103
C 0.294 4.977 1.083 1.178 -0.449 -2.530
C 0.520 3.537 0.637 -0.687 1.659 -2.281
O 1.047 2.948 1.753 -0.703 -4.065 0.798
C 1.519 3.833 2.545 0.022 -0.940 2.022
O 1.984 3.639 3.617 1.496 -0.966 1.868
O 1.333 5.004 2.100 -1.433 5.290 -1.461
H 1.194 5.637 -0.906 -0.304 -0.565 0.103
H 0.972 6.859 0.293 -0.014 0.221 0.196
H -0.462 6.230 -0.449 0.180 -0.166 -0.480
H -0.741 5.163 1.370 0.320 -0.091 1.284
H 1.359 3.537 -0.059 -0.552 -0.099 -0.829
H -0.418 3.150 0.238 0.255 -0.936 -0.128
C -1.107 -0.786 1.859 0.008 0.325 -0.556
C 0.014 -1.821 1.798 -1.320 -1.007 1.065
C -0.684 -3.259 1.608 0.696 -0.236 0.578
C 0.311 -4.310 1.265 1.972 -0.280 -0.457
C 1.073 -3.885 0.050 0.578 -0.755 -1.387
C 1.817 -2.528 0.078 -1.692 -0.935 -0.006
N 0.855 -1.498 0.591 -0.846 -2.081 0.482
O 1.409 -0.238 0.689 0.352 0.480 -0.186
C 3.090 -2.763 0.873 0.322 0.317 0.983
C 2.194 -2.160 -1.324 1.233 0.820 -1.453
C 0.748 -1.781 3.195 0.818 -0.095 -0.926
H -1.702 -0.934 0.958 -0.332 0.350 -0.019
H -0.732 0.237 1.868 0.224 0.072 -0.245
H -1.745 -0.809 2.743 0.026 -0.633 0.059
H -1.061 -3.719 2.522 -0.714 1.191 0.584
H -1.462 -3.359 0.851 -0.112 0.952 -0.054
H -0.071 -5.317 1.090 -0.616 0.095 -0.078
H 1.049 -4.488 2.047 0.009 0.270 0.588
H 0.440 -4.051 -0.821 -0.290 0.845 -0.191
H 1.875 -4.594 -0.152 0.238 -0.278 0.076
H 3.085 -3.651 1.505 -0.401 -0.144 0.028
H 3.941 -2.908 0.207 0.079 0.424 0.078
H 3.231 -1.945 1.579 0.583 0.241 -0.180
H 2.899 -1.329 -1.311 -0.427 0.703 0.153
H 2.858 -2.852 -1.842 -0.140 -1.015 0.437
H 1.427 -1.954 -2.071 -0.519 0.210 0.618
H 1.226 -0.809 3.313 0.150 0.164 -0.028
H 1.529 -2.539 3.259 0.151 -0.075 -0.037
H 0.158 -1.888 4.105 -0.642 -0.115 -0.452
H 1.955 -0.236 1.479 0.398 0.418 0.431
```
Forces are in eV/Å.

Its LUMO energy is 4.16 eV. As for the maximum force: 5.7 eV Å⁻¹. Its charge is -2. The highest occupied orbital energy is 0.403 eV.



The records above give, respectively, frontier orbital gap values of 9.09, 7.68, 3.76 eV.